[1]
156
Properties=species:S:1:pos:R:3:forces:R:3 method="wB97M-V/def2-TZVPD" smiles=CC1(C)CCCC(C)(C)N1O.CC1(C)CCCC(C)(C)N1O.CC(C)O.CC(C)O.CC(C)O.CC(C)O.CC(C)O.CC(C)O.CC(C)O.CC(C)O spin_multiplicity=1 e_tot_ev=-68659.586 gap_ev=8.28 e_lumo_ev=0.2 e_above_lowest_kj_mol=230.6 max_force_ev_per_a=3.54
C 2.7749 -3.2145 -3.6116 0.10 0.22 0.48
C 1.3848 -2.8880 -4.1011 -0.75 1.17 -0.35
C 1.4274 -2.0440 -5.3948 0.91 -1.20 -0.99
C 1.7296 -2.9148 -6.6401 -0.80 0.59 0.50
C 0.6626 -4.0018 -6.8050 1.16 0.46 0.83
C 0.4902 -4.9001 -5.5309 0.26 0.83 -0.56
N 0.5016 -4.0707 -4.3211 -1.00 2.54 -0.74
O 0.1487 -4.7157 -3.1296 0.55 -0.26 -0.46
C -0.8570 -5.6044 -5.7030 0.04 -1.25 1.02
C 1.6075 -5.9456 -5.4650 -0.13 -0.67 -0.20
C 0.7844 -1.8822 -3.0495 -0.15 -1.02 -0.24
H 3.2256 -2.2491 -3.3816 0.28 -0.16 -0.01
H 3.4340 -3.7690 -4.2796 -0.18 -0.08 -0.01
H 2.6430 -3.7104 -2.6499 0.40 -0.36 0.07
H 0.5076 -1.4796 -5.5478 -0.17 -0.20 0.08
H 2.2330 -1.3097 -5.3918 -0.06 0.16 0.69
H 2.7387 -3.3269 -6.6442 0.08 -0.12 0.35
H 1.7101 -2.2246 -7.4835 -0.08 -0.16 -0.30
H 1.0389 -4.6175 -7.6219 -0.71 -0.32 -0.14
H -0.2723 -3.4903 -7.0342 -0.13 -0.33 -0.13
H -0.7759 -6.3518 -6.4922 -0.12 0.34 -0.45
H -1.0503 -6.2360 -4.8359 0.11 -0.04 0.36
H -1.7735 -5.0186 -5.7736 0.44 0.52 -0.39
H 2.6291 -5.5977 -5.3121 -0.18 0.48 -0.01
H 1.3855 -6.6402 -4.6549 0.03 -0.20 0.09
H 1.6213 -6.5307 -6.3846 -0.04 -0.14 -0.02
H 1.3263 -0.9368 -3.0247 0.16 -0.11 -0.40
H 0.8367 -2.2693 -2.0319 -0.21 -0.25 0.06
H -0.2501 -1.6787 -3.3262 -0.01 -0.02 0.12
H 0.9254 -5.2629 -2.9921 0.09 -0.58 0.83
C -2.6878 -1.1551 -1.4645 -0.45 -0.49 0.05
C -2.9321 -2.6031 -0.9075 -0.66 1.02 0.86
C -4.0415 -2.4866 0.1840 -0.67 -0.39 -1.15
C -4.6540 -3.8617 0.6198 0.89 1.21 0.73
C -4.9940 -4.7334 -0.5895 -0.45 2.15 0.54
C -3.9150 -4.7697 -1.7043 -1.80 -1.40 0.63
N -3.4352 -3.4259 -2.0178 -1.32 0.47 1.10
O -2.6117 -3.3645 -3.1391 -0.05 -0.22 0.02
C -2.8782 -5.7812 -1.2550 0.62 -0.21 -0.49
C -4.6904 -5.3336 -2.9018 1.12 0.23 -1.11
C -1.6717 -3.1003 -0.2032 1.11 0.98 -0.33
H -2.6576 -0.3675 -0.7117 0.71 -0.50 0.57
H -3.5525 -0.7842 -2.0149 0.02 -0.59 -0.69
H -1.7788 -1.1600 -2.0659 -0.24 0.34 -0.03
H -3.7426 -1.8071 0.9822 0.57 -0.61 0.36
H -4.7992 -1.8538 -0.2782 -0.60 -0.34 -0.28
H -5.5107 -3.6477 1.2588 -0.60 0.03 -0.44
H -4.0377 -4.3290 1.3878 0.74 -0.35 -0.37
H -5.8486 -4.1935 -0.9972 -0.25 -0.17 -0.40
H -5.3828 -5.6922 -0.2463 0.48 -0.29 -0.40
H -2.0682 -5.7132 -1.9812 0.67 -0.04 0.47
H -2.6051 -5.6340 -0.2100 0.51 0.18 -0.22
H -3.1936 -6.8221 -1.3270 -0.53 0.07 -0.09
H -5.1828 -6.2794 -2.6754 -0.22 0.25 0.18
H -5.3347 -4.5882 -3.3679 -0.41 -0.04 0.49
H -3.9942 -5.5448 -3.7134 0.27 -0.23 -0.05
H -1.0775 -2.2023 -0.0346 0.18 0.12 0.22
H -1.0206 -3.6862 -0.8520 -0.11 -0.45 0.18
H -1.8084 -3.5145 0.7958 -0.20 -0.53 -0.31
H -1.8043 -3.8194 -2.8884 0.80 -0.28 -0.21
C -0.9897 6.0026 1.0324 1.39 -0.45 -0.22
C 0.1118 4.9005 0.7110 -0.99 0.73 -1.91
C 0.9490 5.0562 -0.5938 -0.15 0.10 0.67
O 1.0380 4.7141 1.7286 0.46 0.00 0.41
H -0.6739 7.0387 0.9098 0.29 -0.02 -0.18
H -1.2415 5.8983 2.0878 -0.31 -0.17 -0.01
H -1.8630 5.8363 0.4017 -0.03 -0.04 0.10
H -0.5117 4.0153 0.5848 0.05 -0.55 0.07
H 1.8420 5.6332 -0.3539 -0.25 0.65 -0.09
H 0.3810 5.4710 -1.4266 0.07 0.17 0.10
H 1.4020 4.1236 -0.9300 -0.47 -0.41 0.16
H 0.5051 4.5026 2.4986 0.01 -0.36 0.92
C -1.0193 -1.8549 5.4752 -0.30 -0.67 0.54
C -1.9298 -0.9345 6.2801 1.14 0.61 -0.22
C -1.1843 0.1754 7.0559 0.11 -0.08 0.16
O -2.7927 -0.2640 5.3503 -0.80 -0.42 0.49
H -0.4587 -2.4809 6.1694 0.55 0.27 -0.02
H -0.3921 -1.3476 4.7422 0.08 0.13 0.28
H -1.6162 -2.5991 4.9478 -0.26 0.17 -0.27
H -2.5522 -1.5494 6.9302 0.07 0.08 0.25
H -0.2116 -0.1075 7.4583 0.00 -0.48 -0.18
H -1.7237 0.5625 7.9204 -0.40 -0.12 -0.14
H -0.9854 1.0345 6.4154 -0.09 -0.15 -0.25
H -3.5675 -0.8279 5.2929 -0.25 0.19 -0.39
C 3.7265 3.8681 4.2966 0.05 -0.86 -0.24
C 4.8827 4.8620 4.3289 -1.27 -0.42 -0.47
C 4.5321 6.0579 3.4835 -0.20 0.22 -0.65
O 5.1042 5.2779 5.6369 0.69 0.21 1.26
H 3.6125 3.4931 3.2795 -0.17 -0.05 -0.11
H 2.7588 4.2508 4.6209 0.04 0.61 -0.16
H 3.8657 3.0078 4.9513 0.49 -0.08 0.00
H 5.7936 4.3844 3.9679 0.09 -0.01 0.15
H 5.1614 6.8979 3.7775 -0.01 0.07 -0.29
H 3.4777 6.3068 3.6035 -0.09 0.23 0.40
H 4.5884 5.8588 2.4134 0.41 0.00 -0.05
H 4.3847 5.8648 5.8807 -0.09 0.07 0.12
C 1.2314 1.1907 2.8423 1.07 -1.02 -2.21
C 1.8260 0.7942 1.4244 -1.05 0.56 0.28
C 0.8772 -0.1018 0.5525 0.94 1.34 0.32
O 2.1251 2.0309 0.7179 0.26 -1.32 -0.56
H 2.1059 1.6323 3.3202 -0.48 0.12 0.61
H 0.9109 0.2546 3.2997 -0.03 0.25 0.44
H 0.4013 1.8871 2.7235 0.13 -0.10 0.13
H 2.7674 0.2656 1.5747 0.16 0.02 0.12
H 0.1665 0.6294 0.1673 -0.82 -0.48 0.28
H 0.5142 -0.9473 1.1368 -0.47 0.29 0.03
H 1.3176 -0.5152 -0.3549 0.55 0.07 0.13
H 1.9085 2.8263 1.2099 -0.26 0.26 0.43
C 0.7925 2.9157 -5.0733 -0.99 1.48 -0.48
C 1.2428 2.2213 -3.8246 -0.86 0.28 -1.21
C 0.0150 1.6316 -3.0627 1.17 -0.21 -0.49
O 2.1272 1.2361 -4.3752 -0.21 -0.11 0.69
H 0.0431 3.6778 -4.8600 -0.38 -0.01 0.31
H 0.3216 2.2442 -5.7913 0.29 -0.18 -0.02
H 1.5654 3.5245 -5.5426 0.38 -0.53 -0.15
H 1.7743 2.9863 -3.2586 0.22 -0.38 0.56
H -0.6899 2.3334 -2.6167 0.55 0.44 0.24
H 0.4652 0.9677 -2.3248 -0.59 -0.13 0.25
H -0.6140 1.0907 -3.7697 0.27 -0.46 -0.07
H 2.7389 0.9588 -3.6893 0.10 -0.04 0.50
C -1.1161 3.9867 6.1465 -0.17 0.47 1.88
C -0.9565 4.7321 4.8585 -0.15 1.87 2.13
C -0.0064 5.9596 4.9453 -0.86 -0.33 0.08
O -0.4375 3.8210 4.0239 1.64 -0.88 -3.01
H -1.6839 3.0666 6.0082 -0.12 0.13 -0.11
H -1.6223 4.5899 6.9002 -0.22 0.03 0.12
H -0.1579 3.7207 6.5930 0.23 -0.07 -0.21
H -1.9731 5.0182 4.5885 -0.20 0.52 -0.54
H -0.5140 6.8186 5.3841 -0.06 -0.08 0.21
H 0.3208 6.2953 3.9613 0.07 -0.25 -0.08
H 0.8564 5.7126 5.5638 0.09 -0.02 -0.09
H -1.0359 3.0709 4.0539 -0.05 -1.03 -0.24
C -2.7308 0.6195 1.9199 -0.13 0.48 0.18
C -2.8274 1.9329 2.7437 0.28 -1.78 -2.18
C -4.2288 2.2800 3.1352 -0.30 0.81 1.03
O -1.9787 1.6822 3.8468 -0.08 1.50 -0.18
H -1.6805 0.3415 1.8325 0.03 0.20 -0.42
H -3.2239 0.6790 0.9496 0.09 0.03 0.04
H -3.1656 -0.2096 2.4781 -0.36 0.03 0.14
H -2.4205 2.7328 2.1251 0.37 0.18 0.24
H -4.1281 3.1743 3.7502 -0.17 -0.16 0.72
H -4.6487 1.4430 3.6932 -0.24 0.19 0.20
H -4.9628 2.6445 2.4165 0.41 -0.60 -0.74
H -2.3004 0.8710 4.2469 -0.02 -0.46 0.70
C 5.1216 -0.2893 -2.6182 0.52 -0.18 0.14
C 4.3727 -0.0042 -1.3353 -1.18 1.22 -0.07
C 5.1897 0.7161 -0.2849 1.75 -0.36 0.17
O 3.2701 0.9126 -1.6728 0.80 -1.19 -0.55
H 5.6653 0.6071 -2.9165 -0.14 0.00 -0.31
H 4.4997 -0.6838 -3.4218 -0.30 0.51 0.03
H 5.8510 -1.0895 -2.4924 0.20 0.04 0.37
H 3.9531 -0.9371 -0.9589 -0.16 -0.09 0.22
H 6.0418 0.1293 0.0581 -0.06 -0.64 0.07
H 4.7042 1.0374 0.6366 -0.52 0.02 -0.36
H 5.7409 1.5489 -0.7217 -0.54 0.45 -0.19
H 2.9979 1.3418 -0.8583 -0.33 0.41 0.36

[2]
170
Properties=species:S:1:pos:R:3:forces:R:3 method="wB97M-V/def2-TZVPD" total_charge=+4 spin_multiplicity=1 e_tot_ev=-122809.640 gap_ev=9.84 e_lumo_ev=-7.3 max_force_ev_per_a=2.36
C -16.6290 7.6750 3.7378 -1.58 -0.16 0.45
N -16.5473 7.0442 2.4011 0.52 0.15 -0.68
C -16.3563 8.1194 1.3688 -0.87 -0.67 -1.01
C -15.2726 6.2466 2.3776 0.25 0.25 -0.39
C -17.7773 6.2198 2.0752 0.01 -0.11 1.09
C -17.5189 5.1536 1.0332 -0.54 0.68 -0.83
O -17.1044 5.7319 -0.1811 -0.07 0.27 -0.78
H -15.8226 8.3885 3.8498 0.24 -0.27 0.27
H -16.7279 6.8891 4.4871 0.85 0.03 0.11
H -17.5808 8.1996 3.8759 0.09 0.20 -0.59
H -15.4109 8.6189 1.5388 -0.21 0.43 0.05
H -17.2841 8.6840 1.2937 0.31 0.67 0.55
H -16.3554 7.6299 0.3963 0.61 0.01 0.11
H -15.3453 5.3410 2.9713 -0.03 0.12 0.21
H -14.5144 6.9375 2.7376 0.14 -0.30 0.31
H -14.9922 6.0197 1.3506 -0.32 -0.14 -0.03
H -18.5837 6.8878 1.7802 0.14 0.28 -0.18
H -18.0760 5.7917 3.0371 0.00 -0.27 -0.13
H -18.4238 4.5757 0.8362 -0.23 0.02 0.61
H -16.7746 4.4501 1.4057 0.18 0.04 -0.37
H -17.7820 6.3049 -0.6696 0.91 -1.17 1.15
C -19.4593 11.5269 -4.2766 1.11 -0.01 0.55
N -20.8953 11.6744 -4.6133 -0.02 0.90 -0.35
C -21.1395 10.9373 -5.8701 -0.48 -0.93 0.06
C -21.7646 11.1711 -3.4982 0.06 -0.12 -0.80
C -21.2701 13.1368 -4.8418 -0.28 -0.47 -0.08
C -20.6793 13.7762 -6.0669 -0.45 1.45 -0.32
O -19.2796 13.9121 -5.9748 -0.27 -0.21 -0.34
H -18.7876 11.8114 -5.0842 -0.47 -0.08 -0.29
H -19.2636 10.5011 -3.9879 -0.03 -0.12 0.10
H -19.1775 12.1956 -3.4632 -0.34 -0.10 0.18
H -20.5073 11.3398 -6.6505 -0.03 -0.07 -0.08
H -22.1980 10.9592 -6.1362 0.04 0.50 -0.05
H -20.9248 9.8803 -5.7102 0.42 0.11 0.10
H -21.3854 11.5634 -2.5619 -0.06 -0.10 0.08
H -21.7498 10.0850 -3.5244 0.19 -0.02 0.34
H -22.7679 11.5287 -3.7187 -0.07 -0.04 0.26
H -21.0505 13.6762 -3.9230 0.27 0.00 -0.04
H -22.3535 13.1105 -4.9562 -0.02 0.19 -0.08
H -21.1330 14.7758 -6.1458 -0.06 0.00 0.55
H -21.0682 13.3696 -7.0103 0.49 -0.69 0.13
H -19.0339 14.6118 -6.5944 0.30 -0.14 0.14
C -21.0190 1.4601 -1.8682 1.16 0.34 -0.32
N -20.9887 2.9460 -1.7009 -1.45 0.25 1.55
C -22.2560 3.3218 -0.9673 -0.69 -0.43 -0.46
C -19.8876 3.4529 -0.8262 0.83 0.51 -0.90
C -21.0821 3.6479 -3.0226 -0.24 -0.19 -0.13
C -19.9334 3.4186 -3.9632 0.81 1.19 -1.24
O -18.6679 3.7622 -3.4195 -0.36 -0.57 0.40
H -21.8913 1.2611 -2.4802 -0.01 -0.50 0.14
H -20.9812 0.9572 -0.9057 -0.49 0.15 0.11
H -20.0972 1.1645 -2.3695 -0.14 0.01 -0.24
H -23.0532 2.7220 -1.4076 -0.10 0.11 0.06
H -22.5108 4.3726 -1.0833 0.41 0.09 -0.02
H -22.1922 3.0823 0.0860 0.32 -0.12 0.01
H -19.9687 4.5364 -0.8832 0.16 0.04 0.11
H -18.9358 3.1622 -1.2647 -0.01 -0.02 0.17
H -19.9795 3.1445 0.2096 -0.33 -0.44 -0.12
H -21.3443 4.6865 -2.8188 0.80 0.18 0.11
H -21.9819 3.2699 -3.5177 0.07 -0.29 0.08
H -20.0876 4.1447 -4.7804 -0.45 -0.28 -0.02
H -19.9375 2.4389 -4.4506 -0.06 -0.16 0.43
H -17.9847 3.4462 -4.0236 0.04 0.15 0.08
C -18.9045 13.8910 3.4336 -0.17 0.41 0.15
N -18.1899 13.2582 2.2864 -0.45 -0.87 1.40
C -17.0043 14.1337 1.9590 -0.54 -0.76 -0.98
C -17.7300 11.8658 2.7183 0.00 1.90 -0.33
C -19.2145 13.0923 1.1912 1.08 0.65 -0.65
C -18.7366 12.2029 0.0770 -0.05 0.32 -2.16
O -17.5285 12.6877 -0.5009 0.39 -0.78 0.88
H -18.2159 14.1102 4.2462 0.12 -0.12 -0.07
H -19.7089 13.2558 3.7976 0.06 -0.12 -0.10
H -19.3281 14.8310 3.0845 -0.02 0.01 0.02
H -17.4135 15.0783 1.6144 0.23 0.20 0.15
H -16.5142 13.6289 1.1287 0.25 0.33 0.11
H -16.3712 14.2194 2.8339 -0.07 0.09 0.11
H -18.6542 11.3166 2.8610 0.26 -0.47 0.10
H -17.1773 12.0529 3.6354 0.04 -0.50 0.07
H -17.0854 11.5282 1.9120 -0.06 -0.48 0.16
H -19.3417 14.1074 0.8152 -0.34 -0.04 -0.08
H -20.1406 12.7049 1.6062 0.01 0.09 0.23
H -19.4040 12.3292 -0.7885 -0.92 -0.27 0.66
H -18.7397 11.1335 0.2922 0.28 0.02 0.25
H -17.0510 11.9235 -0.8933 0.01 0.42 -0.07
C -23.7807 7.1465 -4.1824 -0.31 0.07 0.45
C -23.0241 7.5514 -5.4506 0.38 -0.05 2.17
N -23.7131 7.2354 -6.6795 -0.26 -0.31 -0.55
C -24.6895 8.0030 -7.2712 0.70 0.80 -0.30
C -24.9115 7.4746 -8.4936 -0.73 -0.40 -0.51
N -24.2031 6.3077 -8.5818 1.10 -0.04 0.28
C -23.4541 6.2011 -7.4848 0.13 0.57 0.57
C -24.0762 5.4240 -9.7437 0.19 -0.34 -0.10
H -23.2445 7.3852 -3.2580 0.41 0.28 -0.46
H -23.9469 6.0702 -4.0947 -0.35 0.07 -0.41
H -24.7036 7.7253 -4.1073 -0.26 -0.44 -0.11
H -22.0362 7.0934 -5.3783 -0.03 -0.06 -0.64
H -22.8728 8.6256 -5.3539 -0.01 0.03 -0.57
H -24.9690 8.9692 -6.8896 -0.21 -0.13 0.18
H -25.4811 7.8007 -9.3480 -0.26 0.11 0.25
H -22.6627 5.5147 -7.2401 -0.18 -0.39 -0.37
H -24.8001 5.7046 -10.5006 -0.13 -0.06 0.09
H -24.2203 4.3988 -9.4119 -0.27 0.01 -0.13
H -23.0775 5.4861 -10.1729 -0.01 0.24 0.06
C -23.8603 -1.2536 2.9277 -0.10 -0.50 -1.80
C -23.6429 0.2309 2.7392 0.61 1.33 0.20
C -24.5422 0.8728 1.6709 -1.57 -1.18 1.12
C -24.5103 2.3965 1.5644 0.58 -0.03 0.24
P -25.4648 3.3796 2.7836 0.01 0.52 0.72
C -27.1525 2.8793 2.6031 -0.78 -0.86 1.09
C -27.8986 3.1763 1.3029 0.26 0.06 -0.43
C -29.3867 2.8047 1.3912 0.23 0.21 0.22
C -30.0439 2.7086 0.0208 0.43 -0.23 -0.01
C -24.9052 3.2016 4.5012 -0.79 -0.80 0.03
C -25.8454 3.8792 5.5315 0.92 0.24 -0.06
C -25.2516 3.7898 6.9405 -0.42 0.79 0.82
C -23.7545 4.0970 7.0981 -0.40 -1.47 0.07
C -25.4178 5.1659 2.4054 0.93 -0.13 -0.76
C -24.3455 6.0126 3.1106 0.31 0.26 -1.37
C -22.9018 5.6995 2.6642 0.05 -0.41 1.97
C -21.9373 6.2640 3.7439 -0.02 -0.79 -1.39
H -23.7972 -1.7425 1.9422 -0.06 0.23 -0.08
H -24.8879 -1.4654 3.2180 0.18 -0.10 0.63
H -23.0894 -1.8114 3.4505 -0.22 0.39 0.78
H -22.6039 0.5035 2.5125 0.11 -0.41 -0.10
H -23.8239 0.7878 3.6662 -0.04 -0.28 0.11
H -25.5544 0.5788 1.9878 -0.07 0.04 -0.24
H -24.4519 0.3472 0.7183 0.37 0.43 -0.21
H -24.9376 2.7024 0.6062 0.27 0.18 -0.08
H -23.4558 2.6692 1.6600 -0.12 0.50 -0.24
H -27.6992 3.2349 3.4864 0.04 0.58 -0.24
H -27.1369 1.8114 2.8742 -0.09 -0.10 -0.59
H -27.4219 2.6416 0.4737 -0.06 -0.20 0.05
H -27.7994 4.2311 1.0310 -0.03 0.08 0.15
H -29.8753 3.5824 1.9813 -0.10 -0.16 0.18
H -29.4337 1.8653 1.9447 -0.35 -0.06 -0.05
H -29.5779 1.8823 -0.5214 -0.01 0.16 -0.24
H -29.8924 3.6461 -0.5169 -0.01 -0.09 -0.16
H -31.1103 2.4996 0.0334 -0.04 0.07 0.31
H -23.8613 3.5145 4.5409 -0.03 0.15 0.12
H -24.9487 2.1415 4.7727 0.32 -0.05 -0.26
H -26.7922 3.3432 5.5318 -0.17 0.27 -0.11
H -25.9847 4.9331 5.2867 -0.29 -0.04 -0.11
H -25.5432 2.8400 7.3942 0.53 -0.24 -0.16
H -25.7712 4.4937 7.5994 -0.27 0.12 -0.39
H -23.3763 4.9236 6.5009 -0.13 0.11 -0.03
H -23.2404 3.1638 6.8454 0.48 0.33 -0.17
H -23.5387 4.2610 8.1511 0.06 0.23 -0.03
H -26.3927 5.6338 2.5257 -0.22 -0.38 0.00
H -25.1854 5.0986 1.3319 -0.24 0.59 -0.05
H -24.5371 6.0004 4.1798 0.50 -0.08 0.15
H -24.4174 7.0527 2.7786 -0.78 0.01 0.25
H -22.6473 6.1384 1.7027 -0.31 -0.14 -0.24
H -22.7664 4.6099 2.6568 0.21 0.05 -0.37
H -21.9988 5.6243 4.6202 -0.10 0.43 0.37
H -22.1761 7.3121 3.9026 0.13 0.00 0.44
H -20.9216 6.1649 3.3538 0.10 0.25 0.17
P -16.0035 9.6058 -2.2895 1.87 -1.04 0.99
F -17.2274 9.7303 -1.1777 -0.29 -0.51 0.07
F -17.0306 9.9024 -3.4873 -0.36 0.54 0.27
F -15.7455 11.1609 -1.9109 0.04 0.53 -0.84
F -14.8012 9.5733 -3.3324 -0.21 0.30 0.07
F -14.9294 9.2073 -1.0817 -0.67 0.44 0.03
F -16.2516 8.0308 -2.4260 -0.67 -0.24 -0.20
P -20.4586 7.8556 -1.3795 -0.04 0.57 -2.04
F -20.1347 8.3094 0.1169 0.02 -0.27 0.08
F -18.9818 7.1535 -1.5130 -0.86 0.18 0.08
F -21.0987 6.4262 -0.9243 -0.02 0.09 1.00
F -20.8498 7.3527 -2.9047 0.29 0.04 -0.18
F -21.9091 8.5924 -1.3075 -0.08 -0.52 0.41
F -19.8795 9.2080 -2.0376 0.24 -0.15 0.53